one | {"formula": "C4H6OS", "method": "ωB97M-V with the def2-TZVPD basis set", "homo_lumo_gap_ha": 0.380, "smiles": "O=C1CCCS1", "homo_energy_ev": -9.56, "species": ["O", "C", "C", "C", "C", "S", "H", "H", "H", "H", "H", "H"], "coordinates": [[2.455, -0.181, -1.244], [1.483, 0.053, -0.581], [0.147, -0.643, -0.832], [-0.983, 0.077, -0.060], [-0.341, 0.547, 1.245], [1.369, 1.169, 0.854], [0.007, -0.741, -1.951], [0.343, -1.654, -0.589], [-1.794, -0.639, 0.114], [-1.373, 0.955, -0.603], [-0.270, -0.242, 1.975], [-1.042, 1.301, 1.671]]}

two | {"formula": "C4H6OS", "method": "ωB97M-V with the def2-TZVPD basis set", "homo_lumo_gap_ha": [0.245, 0.291], "homo_energy_ev": [-7.50, -8.20], "species": ["C", "C", "C", "C", "O", "S", "H", "H", "H", "H", "H", "H"], "coordinates": [[-0.173, 0.627, 2.072], [1.202, 0.155, -1.165], [0.380, -0.324, 1.301], [0.822, -0.089, 0.014], [-1.306, -1.124, -0.709], [-1.322, -0.844, -2.176], [-0.517, 0.415, 3.069], [-0.304, 1.632, 1.712], [0.449, -0.092, -2.000], [2.134, 0.535, -1.532], [0.490, -1.338, 1.664], [-1.854, 0.447, -2.249]]}

three | {"formula": "C4H6OS", "method": "ωB97M-V with the def2-TZVPD basis set", "homo_lumo_gap_ha": 0.348, "smiles": "C/C=C\\SC=O", "homo_energy_ev": -9.17, "species": ["C", "C", "C", "S", "C", "O", "H", "H", "H", "H", "H", "H"], "coordinates": [[1.809, -0.568, 0.251], [1.199, 0.754, 0.111], [-0.048, 0.910, -0.400], [-0.879, -0.693, -0.371], [-2.584, -0.489, 0.137], [-3.124, 0.623, 0.178], [2.275, -1.148, -0.841], [0.899, -1.398, 0.647], [2.674, -0.386, 0.797], [1.717, 1.761, -0.231], [-0.674, 1.944, -0.481], [-3.264, -1.311, 0.204]]}

Stability check: which of them is most stable? one.

one | {"formula": "C4H6OS", "method": "ωB97M-V with the def2-TZVPD basis set", "homo_lumo_gap_ha": [0.284, 0.284], "homo_energy_ev": [-7.34, -7.35], "species": ["C", "C", "C", "C", "O", "S", "H", "H", "H", "H", "H", "H"], "coordinates": [[-0.259, 1.197, -0.588], [0.846, 0.863, 0.071], [-1.133, 0.080, -0.754], [0.709, -0.551, 0.460], [-0.333, -1.078, -0.168], [1.926, -1.670, 0.931], [-0.581, 2.072, -1.093], [1.521, 1.670, 0.530], [-2.005, 0.182, -0.209], [-1.547, -0.137, -1.700], [-0.213, -0.011, 2.069], [1.069, -2.618, 0.452]]}

two | {"formula": "C4H6OS", "method": "ωB97M-V with the def2-TZVPD basis set", "homo_lumo_gap_ha": 0.360, "smiles": "OCC#CCS", "homo_energy_ev": -9.28, "species": ["O", "C", "C", "C", "C", "S", "H", "H", "H", "H", "H", "H"], "coordinates": [[-2.761, -0.531, -0.813], [-2.127, -0.034, 0.406], [-0.610, 0.120, 0.190], [0.481, 0.209, -0.431], [1.887, 0.769, -0.416], [3.283, -0.594, -0.143], [-2.301, -1.529, -0.904], [-2.406, 0.892, 0.951], [-2.409, -0.881, 1.202], [1.908, 1.552, 0.448], [2.472, 1.342, -1.387], [2.584, -1.314, 0.898]]}

Stability check: which of them is most stable? two.

one | {"formula": "C4H6OS", "method": "ωB97M-V with the def2-TZVPD basis set", "homo_lumo_gap_ha": 0.352, "homo_energy_ev": -8.64, "species": ["C", "C", "C", "C", "H", "H", "H", "H", "H", "H", "O", "S"], "coordinates": [[-1.210, 0.928, 0.003], [0.611, -0.823, 0.395], [2.007, -0.274, -0.073], [0.872, 0.487, -0.360], [-1.896, 1.221, 0.819], [-1.659, 1.623, -0.857], [0.538, -0.780, 1.505], [2.811, -0.323, -0.921], [2.740, -0.149, 0.825], [0.844, 0.264, -1.383], [0.061, 1.392, 0.260], [-1.097, -0.931, -0.116]]}

two | {"formula": "C4H6OS", "method": "ωB97M-V with the def2-TZVPD basis set", "homo_lumo_gap_ha": [0.304, 0.304], "homo_energy_ev": [-8.14, -8.14], "species": ["C", "C", "C", "C", "O", "S", "H", "H", "H", "H", "H", "H"], "coordinates": [[-2.021, 0.655, -0.467], [0.199, -1.465, 0.505], [-0.870, 0.895, 0.140], [0.002, -0.244, 0.146], [1.479, 0.486, -0.785], [2.944, 0.021, -0.361], [-2.675, 1.485, -0.758], [-2.250, -0.347, -0.892], [1.127, -1.970, 0.119], [-0.524, -1.937, 1.049], [-0.367, 1.950, 0.314], [2.956, 0.470, 0.989]]}

Stability check: which of them is most stable? two.

one | {"formula": "C4H6OS", "method": "ωB97M-V with the def2-TZVPD basis set", "homo_lumo_gap_ha": [0.253, 0.253], "homo_energy_ev": [-8.68, -8.68], "species": ["C", "C", "C", "C", "O", "S", "H", "H", "H", "H", "H", "H"], "coordinates": [[-1.018, 1.976, 0.288], [1.255, -0.131, -1.578], [-1.913, 1.356, 1.197], [1.867, -1.331, -1.129], [-0.298, -0.663, 0.547], [0.155, 0.483, -0.322], [-2.314, 1.889, 2.059], [-1.305, 0.563, 1.558], [-2.602, 0.913, 0.518], [1.087, -2.044, -0.614], [2.749, -1.228, -0.458], [2.336, -1.783, -2.066]]}

two | {"formula": "C4H6OS", "method": "ωB97M-V with the def2-TZVPD basis set", "homo_lumo_gap_ha": 0.342, "smiles": "C=C1C[C@@H](O)S1", "homo_energy_ev": -8.59, "species": ["C", "C", "C", "C", "O", "S", "H", "H", "H", "H", "H", "H"], "coordinates": [[1.919, -0.137, 1.293], [0.744, -0.106, 0.711], [0.200, 0.024, -0.813], [-1.283, 0.350, -0.335], [-2.408, -0.048, -1.005], [-0.908, -0.254, 1.379], [1.890, -0.037, 2.364], [2.702, 0.070, 0.662], [0.643, 0.766, -1.507], [0.119, -1.037, -1.354], [-1.234, 1.451, -0.353], [-2.383, -1.040, -1.043]]}

three | {"formula": "C4H6OS", "method": "ωB97M-V with the def2-TZVPD basis set", "homo_lumo_gap_ha": 0.310, "smiles": "C[C@H]1O[C@H]1C=S", "homo_energy_ev": -8.94, "species": ["C", "C", "O", "C", "C", "S", "H", "H", "H", "H", "H", "H"], "coordinates": [[-2.097, -0.715, -0.596], [-1.413, 0.608, -0.163], [-1.218, 0.892, 1.194], [-0.054, 0.837, 0.392], [0.873, -0.308, 0.504], [2.068, -0.555, -0.588], [-1.316, -1.375, -0.776], [-2.858, -1.069, 0.173], [-2.662, -0.533, -1.513], [-1.719, 1.585, -0.661], [0.576, 1.766, 0.454], [0.777, -1.164, 1.363]]}

four | {"formula": "C4H6OS", "method": "ωB97M-V with the def2-TZVPD basis set", "homo_lumo_gap_ha": 0.271, "homo_energy_ev": -7.42, "species": ["C", "C", "C", "C", "O", "S", "H", "H", "H", "H", "H", "H"], "coordinates": [[-0.080, -1.235, 0.173], [0.200, 1.001, -0.071], [-1.032, -1.664, -0.804], [1.029, 1.630, 0.998], [0.552, -1.656, 1.109], [-0.702, 1.531, -1.312], [-2.052, -1.178, -0.714], [-0.689, -1.279, -1.834], [-1.120, -2.713, -0.996], [1.684, 2.306, 0.306], [1.746, 1.023, 1.461], [0.463, 2.234, 1.683]]}

Stability check: which of them is most stable? two.

one | {"formula": "C3H12N2O2", "method": "ωB97M-V with the def2-TZVPD basis set", "homo_lumo_gap_ha": 0.305, "smiles": "C/C(N)=C/N.O.O", "homo_energy_ev": -7.73, "species": ["C", "C", "N", "C", "N", "H", "H", "H", "H", "H", "H", "H", "H", "O", "H", "H", "O", "H", "H"], "coordinates": [[0.646, -1.338, -1.225], [-0.373, -0.842, -0.233], [-0.182, -1.311, 1.085], [-1.442, -0.165, -0.657], [-2.496, 0.284, 0.162], [1.605, -1.306, -0.703], [0.501, -2.369, -1.555], [0.757, -0.667, -2.074], [0.124, -2.273, 1.114], [-1.049, -1.305, 1.617], [-1.451, 0.038, -1.721], [-2.214, 0.633, 1.056], [-3.185, 0.836, -0.312], [1.150, 1.902, -1.392], [1.441, 1.840, -0.474], [0.189, 1.828, -1.356], [2.111, 0.935, 1.957], [2.059, 0.021, 1.655], [1.203, 1.236, 2.040]]}

two | {"formula": "C3H12N2O2", "method": "ωB97M-V with the def2-TZVPD basis set", "homo_lumo_gap_ha": 0.287, "smiles": "C/C(N)=C/N.O.O", "homo_energy_ev": -7.11, "species": ["C", "C", "N", "C", "N", "H", "H", "H", "H", "H", "H", "H", "H", "O", "H", "H", "O", "H", "H"], "coordinates": [[0.116, 0.707, -0.944], [-0.028, 0.731, 0.568], [-0.809, 1.734, 1.158], [0.736, -0.087, 1.311], [0.789, 0.039, 2.716], [0.134, 1.728, -1.319], [1.106, 0.298, -1.121], [-0.681, 0.124, -1.410], [-1.049, 2.567, 0.640], [-0.583, 1.890, 2.126], [1.216, -0.931, 0.845], [-0.040, 0.217, 3.236], [1.205, -0.775, 3.138], [2.056, -1.594, -3.478], [2.657, -2.171, -3.999], [1.375, -2.180, -3.100], [-2.791, -0.924, 0.235], [-3.123, -1.251, -0.630], [-2.284, -0.123, 0.028]]}

Stability check: which of them is most stable? one.

one | {"formula": "C3H12N2O2", "method": "ωB97M-V with the def2-TZVPD basis set", "homo_lumo_gap_ha": 0.331, "smiles": "CC/N=C/N.O.O", "homo_energy_ev": -8.29, "species": ["C", "C", "N", "C", "N", "H", "H", "H", "H", "H", "H", "H", "H", "O", "H", "H", "O", "H", "H"], "coordinates": [[1.588, -1.880, -2.183], [1.255, -0.398, -2.107], [0.235, -0.185, -1.058], [0.584, -0.225, 0.145], [-0.166, -0.443, 1.279], [0.861, -2.522, -1.694], [1.714, -2.283, -3.188], [2.543, -1.987, -1.663], [2.049, 0.264, -1.739], [0.885, -0.090, -3.078], [1.657, -0.268, 0.388], [-1.176, -0.594, 1.295], [0.336, -0.972, 1.953], [-1.161, 5.373, 2.385], [-0.981, 6.266, 2.086], [-1.443, 5.345, 3.314], [-2.784, -1.516, 1.080], [-3.370, -1.424, 1.823], [-2.627, -2.460, 0.963]]}

two | {"formula": "C3H12N2O2", "method": "ωB97M-V with the def2-TZVPD basis set", "homo_lumo_gap_ha": 0.335, "smiles": "[H]/N=C/NCC.O.O", "homo_energy_ev": -8.56, "species": ["H", "N", "C", "N", "C", "C", "H", "H", "H", "H", "H", "H", "H", "O", "H", "H", "O", "H", "H"], "coordinates": [[1.294, -0.184, -2.084], [1.338, -0.133, -1.073], [0.185, 0.192, -0.616], [0.026, 0.417, 0.717], [-1.285, 0.496, 1.324], [-1.762, -0.841, 1.883], [-0.693, 0.300, -1.246], [0.871, 0.443, 1.269], [-1.974, 0.819, 0.547], [-1.259, 1.229, 2.125], [-2.264, -1.443, 1.118], [-2.521, -0.762, 2.657], [-0.960, -1.457, 2.287], [3.301, -0.607, 1.242], [2.957, -0.365, 0.370], [3.609, -1.512, 1.165], [-0.288, 0.928, -3.554], [-1.042, 1.295, -4.033], [0.465, 1.185, -4.099]]}

Stability check: which of them is most stable? two.